Record 1
{
  "formula": "C8H11IO4",
  "method": "ωB97M-V/def2-TZVPD",
  "symbols": ["C", "C", "O", "O", "C", "C", "C", "C", "O", "C", "O", "C", "I", "H", "H", "H", "H", "H", "H", "H", "H", "H", "H", "H"],
  "positions_angstrom": [[3.281, 0.730, -0.082], [2.362, -0.525, -0.518], [1.973, -0.581, -1.709], [2.100, -1.486, 0.494], [0.721, -1.936, 0.481], [-0.345, -0.847, 1.009], [-0.960, 0.052, -0.171], [-2.253, -0.441, -0.979], [-2.997, 0.801, -1.209], [-2.367, 1.964, -0.641], [-2.466, 3.156, -1.020], [-1.517, 1.355, 0.594], [-2.654, 1.067, 2.430], [3.235, 1.595, -0.819], [3.041, 1.020, 1.000], [4.366, 0.345, -0.080], [0.370, -2.354, -0.532], [0.667, -2.827, 1.217], [0.153, -0.154, 1.777], [-1.184, -1.455, 1.523], [-0.199, 0.496, -0.897], [-1.883, -0.686, -2.048], [-2.855, -1.322, -0.534], [-0.589, 2.034, 0.713]],
  "forces_ev_per_a": [[0.362, -1.465, 0.718], [0.152, 1.158, -2.654], [0.750, -0.470, 4.374], [-0.671, 1.966, -1.869], [-1.720, -1.334, 0.726], [0.606, -0.868, -1.105], [-0.997, 0.668, 2.392], [1.886, 0.365, -1.177], [0.569, 1.710, 0.447], [-0.486, 1.313, 0.500], [0.069, -5.488, 1.295], [1.452, 1.097, -3.027], [0.445, 0.303, -1.018], [-0.315, -1.388, 0.992], [0.294, -0.255, -1.654], [-1.568, 0.550, 0.042], [0.873, 0.815, 1.311], [0.455, 1.473, -1.183], [-0.707, -1.162, -1.062], [1.296, 1.209, -0.826], [-0.850, -0.981, 0.951], [-0.780, -0.214, 1.813], [0.724, 1.878, -0.503], [-1.838, -0.881, 0.518]],
  "lowdin_charge": [0.00, -0.41, 0.04, -0.06, -0.18, -0.18, -0.30, -0.12, -0.07, -0.39, 0.08, -0.60, 0.86, 0.09, 0.09, 0.10, 0.14, 0.14, 0.11, 0.10, 0.15, 0.14, 0.15, 0.12],
  "smiles": "CC(=O)OCC[C@H]1COC(=O)[C@H]1I",
  "homo_lumo_gap_ev": 9.6677,
  "charge": 0,
  "spin_multiplicity": 1,
  "max_force_ev_per_a": 5.64
}

---

Record 2
{
  "formula": "C5H4O3",
  "method": "ωB97M-V/def2-TZVPD",
  "symbols": ["O", "C", "C", "O", "C", "C", "O", "C", "H", "H", "H", "H"],
  "positions_angstrom": [[2.598, 0.122, -0.339], [1.293, 0.053, -0.154], [0.384, -1.169, -0.017], [0.294, -0.660, 1.366], [0.334, 0.837, 0.710], [-0.972, 0.771, -0.066], [-1.869, -0.207, 0.173], [-0.816, -0.533, -0.699], [0.675, -2.196, 0.279], [0.360, 1.875, 1.299], [-1.252, 1.788, -0.804], [-1.027, -0.682, -1.749]],
  "forces_ev_per_a": [[-7.409, 0.098, 0.611], [9.507, -0.336, -0.224], [-0.071, 1.261, 2.047], [-0.363, 3.230, -0.447], [-1.516, 0.325, 2.188], [1.292, 3.605, -3.815], [-1.844, -0.887, 0.817], [-0.974, -1.392, -0.955], [-0.077, 0.267, -1.965], [1.030, -2.882, -0.770], [0.609, -3.059, 2.455], [-0.185, -0.229, 0.059]],
  "lowdin_charge": [0.01, -0.22, -0.10, -0.02, -0.02, -0.28, 0.07, -0.20, 0.18, 0.20, 0.23, 0.16],
  "relative_energy_kj_mol": 616.6,
  "smiles": "O=C1[C@H]2O[C@@H]1[C@@H]1O[C@@H]12",
  "homo_lumo_gap_ev": 10.5377,
  "charge": 0,
  "spin_multiplicity": 1,
  "max_force_ev_per_a": 9.52
}

---

Record 3
{
  "formula": "C18H23ClN4O2PSW",
  "method": "ωB97M-V/def2-TZVPD",
  "symbols": ["W", "C", "C", "N", "N", "C", "N", "S", "C", "C", "C", "C", "C", "N", "H", "H", "H", "H", "H", "H", "H", "H", "H", "H", "Cl", "C", "C", "O", "O", "H", "H", "C", "P", "C", "C", "C", "C", "C", "C", "C", "H", "H", "H", "H", "H", "H", "H", "H", "H", "H", "H"],
  "positions_angstrom": [[1.085, -0.092, 1.230], [-2.313, 2.839, 1.307], [-0.988, 2.188, 1.315], [-0.799, 0.902, 1.387], [-1.853, 0.033, 1.083], [-1.724, -0.556, -0.127], [-2.684, -1.292, -0.622], [-0.238, -0.288, -0.972], [0.251, 2.937, 1.107], [0.321, 4.312, 1.128], [1.522, 4.931, 0.773], [2.592, 4.141, 0.414], [2.457, 2.754, 0.444], [1.316, 2.154, 0.774], [-3.124, 2.175, 1.589], [-2.506, 3.234, 0.303], [-2.311, 3.694, 1.986], [-2.610, -0.111, 1.739], [-3.594, -1.385, -0.186], [-2.541, -1.792, -1.490], [-0.535, 4.908, 1.412], [1.602, 6.010, 0.780], [3.540, 4.573, 0.123], [3.301, 2.116, 0.211], [2.946, 0.338, 2.376], [0.512, -0.982, 3.160], [0.791, -2.310, 2.571], [1.107, -3.377, 2.914], [0.732, -1.934, 1.150], [-0.563, -0.850, 3.290], [1.036, -0.752, 4.083], [3.062, -2.729, -0.344], [2.935, -0.946, -0.563], [2.492, -0.672, -2.296], [4.558, -0.230, -0.335], [5.383, -0.698, 0.693], [6.667, -0.200, 0.827], [7.134, 0.769, -0.055], [6.320, 1.237, -1.079], [5.033, 0.741, -1.223], [3.845, -3.079, -1.020], [2.114, -3.202, -0.594], [3.327, -2.992, 0.680], [3.375, -0.922, -2.887], [2.210, 0.360, -2.504], [1.685, -1.340, -2.591], [5.042, -1.463, 1.381], [7.311, -0.577, 1.610], [8.142, 1.147, 0.047], [6.696, 1.969, -1.781], [4.430, 1.086, -2.055]],
  "forces_ev_per_a": [[0.390, 0.317, -0.179], [-0.003, 0.008, -0.017], [-0.010, -0.020, 0.015], [-0.185, 0.058, -0.012], [-0.019, 0.018, -0.008], [-0.027, -0.003, 0.023], [0.009, 0.004, 0.000], [0.040, -0.007, 0.031], [0.025, 0.031, -0.022], [-0.010, -0.010, 0.000], [0.018, 0.007, -0.001], [-0.011, 0.004, 0.001], [0.028, 0.006, -0.009], [-0.072, -0.148, 0.131], [0.001, -0.003, -0.005], [-0.002, 0.005, 0.007], [0.002, -0.005, 0.011], [0.007, -0.014, 0.007], [-0.002, 0.001, 0.000], [0.001, 0.001, -0.001], [-0.006, -0.010, 0.000], [0.002, 0.000, -0.003], [0.000, -0.003, 0.000], [0.012, -0.012, -0.029], [-0.023, 0.040, 0.010], [-0.060, -0.060, 0.053], [-0.044, 0.024, -0.088], [0.013, -0.022, 0.016], [-0.090, -0.209, 0.059], [0.005, 0.009, 0.019], [0.004, 0.016, -0.004], [-0.014, 0.008, 0.022], [-0.028, -0.021, -0.057], [0.006, -0.029, -0.003], [-0.034, 0.022, 0.026], [0.057, 0.021, -0.006], [-0.009, -0.028, 0.011], [-0.007, 0.009, -0.015], [0.016, -0.004, 0.008], [-0.019, 0.015, -0.047], [0.004, -0.002, 0.007], [-0.004, 0.001, -0.004], [0.015, -0.001, 0.005], [-0.007, -0.008, -0.001], [0.009, 0.003, 0.001], [0.007, -0.003, 0.011], [0.008, -0.024, -0.013], [0.003, -0.001, -0.001], [0.001, 0.002, 0.001], [-0.002, 0.002, 0.003], [0.005, 0.017, 0.044]],
  "lowdin_charge": [1.29, 0.06, -0.18, -0.16, 0.03, -0.69, 0.21, 0.82, -0.20, 0.07, 0.05, 0.04, -0.10, -0.07, 0.10, 0.14, 0.12, 0.19, 0.16, 0.15, 0.14, 0.15, 0.14, 0.09, 0.45, -0.16, -0.54, 0.25, -0.36, 0.08, 0.08, -0.19, 0.85, -0.27, -0.44, -0.13, -0.03, -0.01, -0.03, -0.10, 0.09, 0.07, 0.07, 0.09, 0.05, 0.04, 0.10, 0.13, 0.13, 0.13, 0.11],
  "relative_energy_kj_mol": 162.0,
  "homo_lumo_gap_ev": [5.6630, 5.6641],
  "charge": 3,
  "spin_multiplicity": 1,
  "max_force_ev_per_a": 0.53
}

---

Record 4
{
  "formula": "C33H47F21O18S2",
  "method": "ωB97M-V/def2-TZVPD",
  "symbols": ["C", "C", "O", "O", "S", "O", "O", "C", "C", "C", "S", "H", "H", "H", "H", "H", "H", "H", "H", "H", "H", "H", "H", "C", "C", "O", "C", "O", "C", "F", "F", "F", "H", "H", "H", "H", "H", "C", "C", "O", "C", "O", "C", "F", "F", "F", "H", "H", "H", "H", "H", "C", "C", "O", "C", "O", "C", "F", "F", "F", "H", "H", "H", "H", "H", "C", "C", "O", "C", "O", "C", "F", "F", "F", "H", "H", "H", "H", "H", "C", "C", "O", "C", "O", "C", "F", "F", "F", "H", "H", "H", "H", "H", "C", "C", "O", "C", "O", "C", "F", "F", "F", "H", "H", "H", "H", "H", "C", "C", "O", "C", "O", "C", "F", "F", "F", "H", "H", "H", "H", "H"],
  "positions_angstrom": [[-0.394, 3.303, -4.592], [-0.540, 1.929, -3.959], [-1.948, 1.668, -3.847], [-2.091, 0.245, -3.792], [-2.887, -0.252, -2.395], [-2.829, 0.860, -1.483], [-4.389, -0.372, -2.942], [-4.981, 0.764, -3.620], [-6.234, 1.217, -2.881], [-6.562, 2.693, -3.165], [-6.059, 3.666, -1.708], [0.525, 3.347, -5.173], [-1.231, 3.478, -5.270], [-0.409, 4.093, -3.846], [-0.116, 1.913, -2.952], [-0.085, 1.148, -4.565], [-4.274, 1.586, -3.723], [-5.246, 0.420, -4.616], [-6.082, 1.068, -1.811], [-7.080, 0.608, -3.199], [-7.632, 2.811, -3.314], [-6.030, 3.067, -4.038], [-6.046, 4.890, -2.251], [4.543, 3.527, -0.476], [3.091, 3.312, -0.110], [2.313, 4.511, -0.329], [1.929, 4.733, -1.573], [2.146, 4.054, -2.533], [1.073, 6.018, -1.633], [1.635, 7.014, -0.944], [-0.137, 5.776, -1.111], [0.914, 6.412, -2.892], [4.952, 4.375, 0.073], [5.121, 2.637, -0.227], [4.656, 3.724, -1.542], [2.987, 3.098, 0.948], [2.650, 2.489, -0.671], [3.266, 3.664, 6.763], [3.338, 2.154, 6.743], [3.053, 1.634, 5.421], [4.056, 1.655, 4.568], [5.167, 2.059, 4.757], [3.626, 1.012, 3.233], [2.437, 1.465, 2.825], [3.544, -0.316, 3.374], [4.526, 1.275, 2.284], [2.294, 4.005, 6.406], [3.410, 4.025, 7.781], [4.036, 4.104, 6.130], [2.577, 1.715, 7.382], [4.312, 1.787, 7.065], [-5.509, -0.672, 2.550], [-6.076, -0.135, 1.256], [-7.222, -0.904, 0.823], [-8.375, -0.608, 1.399], [-8.581, 0.219, 2.237], [-9.494, -1.481, 0.788], [-9.122, -2.762, 0.696], [-9.784, -1.044, -0.447], [-10.596, -1.414, 1.525], [-5.265, -1.730, 2.450], [-4.601, -0.127, 2.807], [-6.221, -0.561, 3.367], [-5.357, -0.232, 0.444], [-6.357, 0.914, 1.341], [5.133, -4.370, 4.267], [5.117, -4.875, 5.692], [5.921, -4.034, 6.553], [5.348, -2.921, 6.975], [4.240, -2.536, 6.740], [6.323, -2.142, 7.882], [7.545, -2.078, 7.349], [6.416, -2.730, 9.083], [5.878, -0.901, 8.076], [6.158, -4.291, 3.902], [4.588, -5.061, 3.625], [4.664, -3.390, 4.192], [5.573, -5.859, 5.768], [4.105, -4.928, 6.092], [8.024, 0.623, 4.098], [8.246, 2.083, 3.778], [9.620, 2.467, 4.021], [10.486, 2.165, 3.070], [10.263, 1.621, 2.028], [11.891, 2.666, 3.470], [12.181, 2.351, 4.736], [11.947, 4.000, 3.349], [12.819, 2.135, 2.682], [8.330, 0.406, 5.123], [6.971, 0.374, 3.987], [8.604, -0.018, 3.434], [7.652, 2.715, 4.431], [7.982, 2.314, 2.747], [-0.366, -2.848, -3.800], [-1.279, -3.799, -3.061], [-0.930, -5.177, -3.328], [0.080, -5.666, -2.628], [0.728, -5.104, -1.797], [0.302, -7.147, -3.007], [0.286, -7.322, -4.331], [-0.670, -7.901, -2.473], [1.469, -7.577, -2.540], [-0.378, -3.058, -4.870], [-0.695, -1.822, -3.646], [0.662, -2.934, -3.450], [-2.307, -3.703, -3.403], [-1.256, -3.627, -1.986], [-9.197, -3.964, -6.571], [-9.228, -2.454, -6.525], [-7.896, -1.909, -6.376], [-7.176, -1.821, -7.483], [-7.500, -2.126, -8.591], [-5.802, -1.201, -7.149], [-5.264, -1.760, -6.059], [-5.946, 0.114, -6.910], [-4.956, -1.350, -8.159], [-8.701, -4.363, -5.686], [-10.215, -4.352, -6.604], [-8.666, -4.320, -7.453], [-9.769, -2.096, -5.652], [-9.688, -2.030, -7.417]],
  "forces_ev_per_a": [[-0.348, -0.111, -0.045], [0.000, 0.209, 0.305], [-0.029, -0.034, -0.439], [-0.190, -0.089, 0.320], [-0.195, -0.058, -0.110], [0.116, 0.127, 0.211], [0.408, -0.017, -0.269], [-0.443, 0.241, 0.009], [0.066, 0.147, -0.236], [-0.085, -0.011, 0.251], [0.162, -0.022, 0.076], [0.089, 0.130, 0.137], [0.059, -0.066, -0.074], [0.118, 0.030, -0.021], [0.136, -0.143, -0.061], [-0.064, -0.013, -0.061], [0.153, -0.090, 0.243], [0.133, -0.030, -0.022], [-0.069, -0.058, 0.012], [0.027, -0.126, 0.167], [0.020, 0.084, -0.103], [-0.051, -0.067, -0.080], [-0.072, -0.028, -0.096], [-0.029, 0.155, -0.099], [0.257, -0.271, 0.076], [-0.078, 0.060, -0.040], [0.025, -0.086, 0.099], [-0.025, 0.019, -0.035], [0.002, 0.035, -0.026], [-0.009, -0.004, -0.012], [0.010, -0.001, 0.001], [-0.001, -0.011, 0.013], [0.011, -0.042, 0.047], [-0.010, -0.011, 0.018], [-0.016, -0.052, -0.004], [-0.104, 0.120, 0.028], [-0.037, 0.077, -0.076], [-0.008, 0.018, -0.186], [0.001, 0.098, 0.352], [0.036, -0.028, -0.095], [-0.042, -0.026, 0.154], [0.000, 0.032, -0.057], [0.025, -0.046, -0.063], [0.033, 0.001, -0.005], [-0.001, 0.003, 0.004], [-0.053, 0.005, 0.028], [-0.018, -0.008, 0.058], [-0.005, -0.015, 0.014], [0.035, -0.019, 0.038], [-0.045, -0.053, -0.100], [0.027, -0.003, -0.093], [-0.147, -0.111, 0.049], [0.329, 0.171, 0.008], [-0.091, -0.025, -0.042], [0.106, 0.043, -0.032], [-0.040, -0.030, 0.008], [-0.036, -0.021, 0.026], [-0.012, 0.009, 0.004], [0.009, -0.002, -0.003], [0.015, 0.009, -0.015], [0.052, 0.019, -0.023], [0.009, 0.009, -0.022], [0.008, 0.051, -0.008], [-0.058, -0.049, -0.041], [-0.104, -0.029, 0.027], [0.068, 0.143, 0.028], [-0.127, -0.204, -0.173], [0.010, 0.052, 0.079], [-0.014, -0.090, -0.080], [0.006, 0.040, 0.013], [-0.002, 0.167, 0.179], [-0.032, 0.015, 0.003], [0.018, -0.103, -0.075], [0.032, 0.013, -0.095], [-0.005, -0.054, -0.011], [-0.001, -0.015, 0.005], [-0.041, -0.024, 0.014], [0.067, 0.043, 0.049], [0.011, 0.087, 0.028], [0.281, -0.178, 0.007], [-0.430, -0.058, 0.016], [0.089, 0.036, -0.038], [-0.114, 0.019, 0.034], [0.049, -0.004, -0.003], [0.041, -0.021, -0.008], [0.005, 0.000, -0.013], [-0.005, -0.004, 0.007], [-0.016, 0.012, 0.004], [-0.077, 0.041, 0.028], [-0.017, 0.056, -0.002], [-0.030, 0.033, -0.050], [0.113, 0.042, 0.052], [0.128, -0.022, -0.035], [0.206, -0.140, -0.080], [-0.145, 0.299, 0.040], [0.036, -0.092, 0.018], [-0.083, 0.078, -0.013], [0.028, -0.036, -0.003], [0.046, -0.024, -0.008], [0.006, -0.003, 0.013], [-0.004, 0.005, -0.006], [-0.022, 0.008, 0.003], [-0.070, 0.025, 0.002], [-0.022, 0.024, -0.016], [-0.029, -0.007, 0.061], [0.013, -0.089, -0.037], [0.073, -0.062, 0.004], [0.156, -0.022, -0.017], [-0.274, -0.088, 0.015], [0.072, 0.054, -0.019], [-0.110, -0.010, 0.063], [0.037, -0.005, -0.012], [0.134, -0.008, -0.002], [-0.011, 0.014, -0.025], [-0.030, -0.011, -0.022], [-0.043, -0.001, -0.003], [-0.049, 0.006, 0.024], [-0.012, 0.011, 0.006], [-0.037, 0.022, -0.024], [0.080, 0.032, 0.028], [0.083, -0.002, -0.038]],
  "lowdin_charge": [-0.05, -0.22, -0.17, -0.33, 0.94, -0.38, -0.34, -0.21, -0.24, -0.54, 0.71, 0.08, 0.08, 0.06, 0.12, 0.12, 0.11, 0.10, 0.08, 0.11, 0.06, 0.07, -0.16, -0.05, -0.19, 0.04, -0.40, 0.16, -0.55, 0.17, 0.17, 0.17, 0.09, 0.08, 0.08, 0.10, 0.13, -0.06, -0.18, 0.05, -0.40, 0.16, -0.54, 0.17, 0.17, 0.16, 0.09, 0.09, 0.08, 0.13, 0.12, -0.05, -0.19, 0.03, -0.41, 0.17, -0.55, 0.17, 0.16, 0.17, 0.08, 0.08, 0.08, 0.12, 0.13, -0.05, -0.19, 0.04, -0.41, 0.17, -0.55, 0.17, 0.17, 0.16, 0.09, 0.09, 0.07, 0.13, 0.13, -0.05, -0.19, 0.04, -0.41, 0.17, -0.55, 0.17, 0.16, 0.17, 0.09, 0.06, 0.08, 0.11, 0.13, -0.05, -0.19, 0.04, -0.40, 0.17, -0.55, 0.17, 0.17, 0.17, 0.09, 0.05, 0.08, 0.13, 0.12, -0.06, -0.19, 0.03, -0.40, 0.18, -0.54, 0.16, 0.16, 0.18, 0.08, 0.08, 0.08, 0.13, 0.13],
  "homo_lumo_gap_ev": 9.4151,
  "charge": 0,
  "spin_multiplicity": 1,
  "max_force_ev_per_a": 0.50
}